(i)
ORCA calculation (ωB97M-V with the def2-TZVPD basis set) on a single C2H6N2S2 molecule.

Atoms and positions in Å:
C1 2.968 -0.418 -0.216
S1 1.169 -0.448 0.183
N1 0.762 1.188 0.041
C2 -0.456 1.491 0.004
N2 -1.632 0.774 -0.020
S2 -2.020 -0.904 -0.134
H1 3.357 0.217 0.602
H2 3.116 -0.047 -1.211
H3 3.337 -1.432 -0.086
H4 -0.694 2.599 -0.121
H5 -2.443 1.359 0.001
H6 -2.042 -1.227 1.161

As for the LUMO energy: 0.65 eV. As for the structure (SMILES): CS/N=C\NS. The calculation puts the gap between HOMO and LUMO at 8.43 eV. For the highest occupied orbital energy, the calculation gives -7.78 eV.

***

(ii)
ORCA calculation (ωB97M-V with the def2-TZVPD basis set) on a single C2H6N2S2 molecule.

Atoms and positions in Å:
C1 -0.650 -0.941 2.145
C2 -0.014 -0.269 0.959
N1 0.930 -0.913 0.391
S1 1.761 -0.403 -0.967
N2 -0.557 0.926 0.512
S2 -1.463 0.793 -0.968
H1 -1.619 -1.440 1.902
H2 0.044 -1.716 2.494
H3 -0.743 -0.200 2.952
H4 1.287 0.863 -1.140
H5 -1.127 1.343 1.208
H6 -1.219 2.069 -1.387

As for the LUMO energy: 0.55 eV. As for the structure (SMILES): C/C(=N/S)NS. The calculation puts the gap between HOMO and LUMO at 8.96 eV. For the highest occupied orbital energy, the calculation gives -8.41 eV.

***

Stability, descending: (ii), (i)

***

(i)
ORCA calculation (ωB97M-V with the def2-TZVPD basis set) on a molecular structure, C28H34FN6O2S3W.

Atoms and positions in Å:
W1 0.457 0.229 1.036
C1 1.899 3.980 5.081
S1 1.549 4.233 3.334
C2 0.911 2.711 2.876
S2 0.362 2.659 1.206
N1 0.813 1.735 3.736
N2 0.291 0.604 3.142
C3 -0.111 -0.341 3.907
C4 -0.618 -1.543 3.236
C5 -1.213 -2.588 3.915
C6 -1.702 -3.664 3.186
C7 -1.587 -3.658 1.807
C8 -0.972 -2.583 1.189
N3 -0.493 -1.554 1.892
H1 2.131 4.964 5.483
H2 2.754 3.319 5.196
H3 1.031 3.567 5.585
H4 -0.076 -0.242 4.986
H5 -1.293 -2.552 4.993
H6 -2.168 -4.497 3.696
H7 -1.951 -4.479 1.206
H8 -0.836 -2.540 0.117
C9 -3.506 0.277 -1.640
C10 -2.149 -0.397 -1.869
C11 -2.342 -1.550 -2.859
C12 -1.090 0.592 -2.333
C13 -1.474 1.517 -3.298
C14 -0.560 2.401 -3.839
C15 0.756 2.345 -3.429
C16 1.208 1.441 -2.467
C17 2.714 1.555 -2.184
C18 3.520 0.286 -1.929
C19 3.044 2.625 -1.140
C20 0.253 0.577 -1.891
N4 0.636 -0.421 -0.909
C21 1.078 -1.627 -1.477
C22 1.055 -1.862 -2.860
C23 1.516 -3.044 -3.414
C24 2.032 -4.053 -2.613
C25 2.080 -3.853 -1.243
C26 1.611 -2.670 -0.718
F1 1.688 -2.528 0.637
H9 -4.160 -0.383 -1.064
H10 -4.019 0.477 -2.582
H11 -3.412 1.227 -1.117
H12 -1.823 -0.818 -0.918
H13 -2.610 -1.165 -3.846
H14 -3.154 -2.201 -2.529
H15 -1.446 -2.157 -2.969
H16 -2.501 1.535 -3.639
H17 -0.867 3.118 -4.589
H18 1.477 3.021 -3.875
H19 3.097 1.951 -3.129
H20 3.293 -0.164 -0.965
H21 4.580 0.548 -1.927
H22 3.369 -0.467 -2.700
H23 2.796 2.315 -0.128
H24 2.514 3.556 -1.345
H25 4.116 2.830 -1.160
H26 0.683 -1.086 -3.515
H27 1.479 -3.168 -4.488
H28 2.399 -4.974 -3.043
H29 2.489 -4.594 -0.568
C27 -3.863 0.158 1.973
C28 -2.793 1.046 1.413
N5 -2.983 2.359 1.433
O1 -1.747 0.554 0.959
H30 -4.858 0.587 1.865
H31 -3.666 0.010 3.037
H32 -3.821 -0.806 1.471
H33 -3.831 2.756 1.801
H34 -2.224 2.971 1.168
O2 4.320 1.348 2.238
S3 3.642 0.081 2.037
N6 2.276 0.163 1.371

As for the LUMO energy (spin up / spin down): -4.09 / -4.40 eV. The total charge is +1. The calculation puts the gap between HOMO and LUMO (spin up / spin down) at 5.34 / 5.88 eV. For the highest occupied orbital energy (spin up / spin down), the calculation gives -9.43 / -10.28 eV. The spin multiplicity is 3.

***

(ii)
ORCA calculation (ωB97M-V with the def2-TZVPD basis set) on a molecular structure, C28H34FN6O2S3W.

Atoms and positions in Å:
W1 0.058 -0.291 -0.534
C1 0.761 4.814 1.277
S1 0.955 3.508 2.527
C2 0.647 2.062 1.619
S2 -0.283 2.103 0.127
N1 1.083 0.956 2.114
N2 0.884 -0.162 1.379
C3 1.153 -1.305 2.028
C4 0.587 -2.464 1.492
C5 0.528 -3.700 2.179
C6 -0.363 -4.654 1.778
C7 -1.179 -4.386 0.662
C8 -1.002 -3.221 -0.033
N3 -0.106 -2.268 0.310
H1 0.484 5.727 1.794
H2 -0.021 4.529 0.583
H3 1.705 4.946 0.758
H4 1.605 -1.266 3.010
H5 1.155 -3.832 3.046
H6 -0.470 -5.581 2.317
H7 -1.929 -5.092 0.347
H8 -1.608 -3.014 -0.904
C9 4.026 1.162 1.700
C10 3.617 1.281 0.230
C11 4.408 2.420 -0.419
C12 3.824 -0.026 -0.502
C13 5.022 -0.706 -0.328
C14 5.292 -1.865 -1.028
C15 4.366 -2.339 -1.933
C16 3.157 -1.689 -2.157
C17 2.264 -2.346 -3.194
C18 1.515 -1.424 -4.154
C19 1.269 -3.238 -2.453
C20 2.850 -0.550 -1.382
N4 1.646 0.202 -1.631
C21 1.795 1.180 -2.617
C22 3.009 1.459 -3.269
C23 3.098 2.434 -4.245
C24 1.990 3.175 -4.622
C25 0.775 2.922 -4.011
C26 0.701 1.940 -3.050
F1 -0.550 1.653 -2.519
H9 3.609 1.983 2.274
H10 5.108 1.196 1.797
H11 3.670 0.233 2.136
H12 2.555 1.552 0.162
H13 5.453 2.146 -0.530
H14 4.347 3.307 0.208
H15 4.012 2.670 -1.398
H16 5.762 -0.312 0.349
H17 6.227 -2.384 -0.891
H18 4.584 -3.230 -2.503
H19 2.919 -2.983 -3.799
H20 0.726 -0.871 -3.640
H21 1.052 -2.029 -4.932
H22 2.199 -0.726 -4.632
H23 0.611 -2.579 -1.874
H24 1.783 -3.924 -1.782
H25 0.671 -3.815 -3.154
H26 3.891 0.891 -3.012
H27 4.051 2.621 -4.714
H28 2.062 3.924 -5.393
H29 -0.116 3.463 -4.280
C27 -4.172 -0.638 1.138
C28 -3.014 -0.062 0.389
N5 -3.262 0.818 -0.573
O1 -1.847 -0.381 0.693
H30 -5.104 -0.147 0.880
H31 -3.990 -0.557 2.208
H32 -4.251 -1.697 0.892
H33 -4.204 0.997 -0.884
H34 -2.486 1.152 -1.143
O2 -3.375 -1.650 -1.915
S3 -2.226 -1.349 -2.798
N6 -1.065 -0.773 -1.954

As for the LUMO energy (spin up / spin down): -4.50 / -4.67 eV. The total charge is +1. The calculation puts the gap between HOMO and LUMO (spin up / spin down) at 5.57 / 6.11 eV. For the highest occupied orbital energy (spin up / spin down), the calculation gives -10.07 / -10.78 eV. The spin multiplicity is 3.

***

Stability, descending: (i), (ii)

***

(i)
ORCA calculation (ωB97M-V with the def2-TZVPD basis set) on a molecular structure, C18H24N2O2S.

Atoms and positions in Å:
C1 -3.007 -5.499 0.836
C2 -4.070 -5.272 1.919
C3 -3.436 -4.372 2.934
O1 -3.382 -2.899 2.422
C4 -2.386 -2.359 1.759
C5 -0.983 -2.949 1.838
C6 0.124 -2.248 1.352
C7 0.032 -1.172 0.579
C8 -1.171 -0.488 0.642
C9 -2.336 -1.116 1.335
H1 -3.037 -0.671 1.326
H2 -1.214 0.494 0.171
C10 1.063 -0.503 0.011
O2 2.195 -1.284 -0.426
N1 1.311 0.777 0.077
H3 0.657 1.423 0.707
C11 2.264 1.620 -0.379
H4 3.141 0.901 -0.730
H5 2.879 2.083 0.212
C12 1.929 2.335 -1.603
C13 0.786 3.323 -1.384
C14 0.797 4.039 -0.018
C15 -0.360 4.814 -0.087
C16 -0.978 4.952 -1.195
S1 -0.317 3.654 -2.695
H6 -1.973 5.388 -1.596
H7 -0.928 5.545 0.753
H8 1.336 3.683 0.734
N2 2.880 3.075 -2.447
C17 3.633 3.945 -1.747
H9 4.492 3.391 -1.242
H10 2.977 4.585 -1.351
H11 4.191 4.505 -2.550
C18 3.533 2.131 -3.322
H12 4.157 2.695 -4.044
H13 4.512 1.333 -2.692
H14 2.919 1.291 -3.989
H15 1.454 1.622 -2.097
H16 1.133 -2.951 1.158
H17 -0.641 -4.003 2.216
H18 -4.186 -4.096 3.928
H19 -2.275 -4.418 3.455
H20 -4.261 -5.965 2.368
H21 -4.978 -4.583 1.461
H22 -3.401 -6.126 -0.090
H23 -2.249 -6.057 1.192
H24 -2.827 -4.574 0.296

As for the LUMO energy: 0.31 eV. The calculation puts the gap between HOMO and LUMO at 8.62 eV. For the highest occupied orbital energy, the calculation gives -8.31 eV.

***

(ii)
ORCA calculation (ωB97M-V with the def2-TZVPD basis set) on a molecular structure, C18H24N2O2S.

Atoms and positions in Å:
C1 -5.406 -3.037 -0.443
C2 -5.273 -2.112 0.670
H1 -5.202 -2.573 1.582
H2 -6.263 -1.500 0.653
O1 -4.242 -1.448 0.507
C3 -4.385 -0.248 -0.040
O2 -5.394 0.035 -0.562
C4 -3.097 0.644 -0.165
C5 -2.038 0.259 0.635
C6 -0.792 0.943 0.733
C7 -0.795 2.349 -0.015
C8 -1.954 2.655 -0.878
C9 -2.977 1.621 -0.895
H3 -3.838 2.195 -1.323
H4 -1.804 3.456 -1.477
N1 0.329 2.913 0.065
C10 1.754 2.459 0.174
N2 2.021 1.269 0.185
H5 1.468 0.766 -0.270
C11 3.389 0.894 0.313
H6 4.020 1.717 0.000
C12 3.621 -0.097 -0.733
C13 3.508 -1.502 -0.394
C14 4.456 -2.429 -0.211
C15 4.374 -3.752 -0.254
C16 3.009 -4.357 -0.131
C17 2.039 -3.554 0.579
C18 2.137 -1.857 -0.160
H7 1.444 -2.095 -0.948
H8 1.669 -1.304 0.584
H9 2.376 -3.143 1.564
H10 0.964 -3.746 0.474
H11 2.673 -4.404 -1.153
H12 2.786 -5.497 0.301
H13 4.701 -4.129 1.017
H14 5.057 -4.326 -0.622
H15 5.552 -2.146 -0.784
H16 3.127 0.044 -1.505
H17 4.766 -0.035 -1.162
H18 3.476 0.542 1.283
S1 2.880 3.779 0.470
H19 0.118 3.998 -0.025
H20 -0.117 0.665 1.425
H21 -2.101 -0.799 1.360
H22 -6.420 -3.638 -0.524
H23 -4.393 -3.699 -0.576
H24 -5.455 -2.568 -1.402

As for the LUMO energy: 0.27 eV. The calculation puts the gap between HOMO and LUMO at 8.38 eV. For the highest occupied orbital energy, the calculation gives -8.11 eV.

***

Stability, descending: (ii), (i)

***

(i)
ORCA calculation (ωB97M-V with the def2-TZVPD basis set) on a molecular structure, C22H25N3O.

Atoms and positions in Å:
C1 0.733 6.548 -3.159
C2 1.020 5.185 -2.444
C3 2.407 4.826 -2.073
C4 2.589 3.794 -1.435
N1 3.705 3.311 -1.160
C5 3.553 2.266 -0.305
C6 2.149 2.072 -0.233
C7 1.665 2.911 -1.125
C8 0.373 3.275 -1.476
C9 0.019 4.420 -2.119
H1 -0.748 4.671 -2.300
H2 -0.376 2.657 -1.210
C10 1.579 0.705 0.193
O1 2.487 -0.145 0.986
C11 0.222 0.506 0.210
N2 -0.281 -0.443 1.208
C12 -0.038 -1.827 0.628
C13 -1.071 -2.554 0.013
N3 -2.054 -2.975 0.937
C14 -2.782 -3.941 1.120
C15 -3.436 -4.368 2.085
C16 -4.103 -5.416 2.383
C17 -4.199 -6.401 1.239
C18 -3.597 -5.923 0.133
C19 -2.707 -5.021 -0.239
H3 -2.455 -4.674 -1.010
H4 -3.843 -6.610 -0.968
H5 -4.725 -7.410 1.247
H6 -4.723 -5.678 3.220
H7 -3.487 -3.731 3.112
C20 -2.089 -1.889 1.963
C21 -1.654 -0.506 1.284
H8 -2.259 -0.259 0.558
H9 -1.929 0.356 2.081
H10 -1.636 -2.033 2.812
H11 -3.097 -1.797 2.384
H12 -0.623 -3.710 -0.495
H13 -1.422 -1.981 -0.672
H14 0.995 -1.777 -0.034
H15 0.630 -2.382 1.599
H16 -0.258 0.503 -0.600
H17 -0.162 1.646 0.953
C22 4.733 1.509 0.283
H18 4.418 1.304 1.301
H19 4.937 0.461 -0.250
H20 5.535 1.831 0.208
H21 4.586 3.750 -1.079
H22 3.028 5.616 -2.398
H23 1.768 7.020 -3.512
H24 0.397 6.406 -4.148
H25 0.140 7.126 -2.690

As for the LUMO energy: -0.23 eV. The calculation puts the gap between HOMO and LUMO at 6.72 eV. For the highest occupied orbital energy, the calculation gives -6.96 eV.

***

(ii)
ORCA calculation (ωB97M-V with the def2-TZVPD basis set) on a single C22H25N3O molecule.

Atoms and positions in Å:
C1 -2.409 3.172 -0.453
C2 -1.926 1.775 -0.653
C3 -0.686 1.430 -1.249
C4 0.359 2.383 -1.749
N1 1.700 1.966 -1.395
C5 2.288 2.378 -0.245
O1 1.804 3.234 0.470
C6 3.596 1.718 0.042
C7 3.973 1.546 1.491
C8 4.676 2.565 0.666
C9 -0.602 0.056 -1.225
N2 0.423 -0.769 -1.690
C10 1.147 -1.661 -0.953
C11 2.107 -2.208 -1.756
C12 1.967 -1.625 -3.033
C13 0.927 -0.742 -2.958
N3 -1.744 -0.446 -0.659
C14 -2.018 -1.834 -0.420
C15 -1.732 -2.276 1.000
C16 -2.119 -3.550 1.398
C17 -1.858 -3.995 2.680
C18 -1.207 -3.169 3.582
C19 -0.821 -1.899 3.193
C20 -1.082 -1.453 1.908
C21 -2.550 0.602 -0.297
C22 -3.860 0.363 0.368
H1 -1.673 3.743 0.111
H2 -3.348 3.186 0.092
H3 -2.559 3.667 -1.413
H4 0.303 2.494 -2.838
H5 0.201 3.359 -1.286
H6 2.085 1.182 -1.898
H7 3.894 0.945 -0.655
H8 3.256 1.902 2.216
H9 4.495 0.645 1.775
H10 4.432 3.602 0.839
H11 5.697 2.386 0.365
H12 0.934 -1.827 0.085
H13 2.830 -2.946 -1.468
H14 2.562 -1.835 -3.900
H15 0.492 -0.110 -3.708
H16 -3.070 -2.035 -0.654
H17 -1.405 -2.429 -1.107
H18 -2.627 -4.195 0.694
H19 -2.164 -4.987 2.977
H20 -1.002 -3.516 4.584
H21 -0.313 -1.249 3.889
H22 -0.779 -0.457 1.619
H23 -4.294 1.308 0.680
H24 -4.561 -0.125 -0.311
H25 -3.738 -0.269 1.247

As for the LUMO energy: 0.71 eV. As for the structure (SMILES): Cc1c(CNC(=O)C2CC2)c(-n2cccc2)n(Cc2ccccc2)c1C. The calculation puts the gap between HOMO and LUMO at 8.53 eV. For the highest occupied orbital energy, the calculation gives -7.82 eV.

***

Stability, descending: (ii), (i)